This record from the OMol25 dataset describes a gas-phase ion, C6H7ClN (charge +1). The level of theory is ωB97M-V/def2-TZVPD.

Its SMILES is C=CC(C)=C=[N+]=CCl. Its total energy is -20337.66333 eV. The HOMO-LUMO gap (alpha / beta) comes out at 7.6 / 7.6 eV. The LUMO energy (alpha / beta) comes out at -5.752 / -5.753 eV. As for the total charge: +1. Its HOMO energy (alpha / beta) is -13.360 / -13.360 eV.

The geometry in XYZ format:
```
15
C6H7ClN (ωB97M-V/def2-TZVPD)
C 0.764 0.131 -0.046
C -1.635 -0.078 0.127
C -0.431 0.729 -0.029
C -1.717 -1.405 0.403
C 2.701 -1.395 0.014
C -0.584 2.139 -0.360
N 1.710 -0.629 0.010
Cl 4.285 -1.036 -0.395
H -2.547 0.481 -0.096
H -2.531 -2.083 0.512
H -0.749 -1.923 0.498
H 2.670 -2.324 0.526
H -0.490 2.619 0.646
H -1.612 2.305 -0.686
H 0.163 2.468 -1.124
```

Atom charges from the Mulliken analysis, given in e for atoms 1 to 4: atom 1 (C): 0.57, atom 2 (C): -0.09, atom 3 (C): 0.58, atom 4 (C): -0.82

***

This record from the OMol25 dataset describes C3H6O2 in the gas phase. The level of theory is ωB97M-V/def2-TZVPD.

Its SMILES is CCC(=O)O. Its total energy is -7303.17478 eV. The HOMO-LUMO gap comes out at 11.4 eV. The LUMO energy comes out at 0.795 eV. Its HOMO energy is -10.570 eV.

The geometry in XYZ format:
```
11
C3H6O2 (ωB97M-V/def2-TZVPD)
C -0.938 -0.702 -0.890
C 0.204 0.294 -0.582
C 0.549 0.156 0.860
H -1.274 -0.625 -1.989
H -1.837 -0.431 -0.113
H -0.656 -1.807 -0.762
H 1.144 0.287 -1.191
H -0.197 1.315 -0.537
H 1.423 1.084 2.295
O 1.218 1.276 1.378
O 0.364 -0.846 1.532
```

Atom charges from the Mulliken analysis, given in e for atoms 1 to 4: atom 1 (C): -0.90, atom 2 (C): -0.23, atom 3 (C): 0.46, atom 4 (H): 0.31

***

This record from the OMol25 dataset describes a molecular structure, C14H14BF9N6NiO. The level of theory is ωB97M-V/def2-TZVPD.

As for the spin multiplicity: 3. Its total energy is -91906.28666 eV. The HOMO-LUMO gap (alpha / beta) comes out at 3.9 / 2.4 eV. The LUMO energy (alpha / beta) comes out at -3.051 / -4.517 eV. Its HOMO energy (alpha / beta) is -6.953 / -6.936 eV.

The geometry in XYZ format:
```
46
C14H14BF9N6NiO (ωB97M-V/def2-TZVPD)
H 0.694 -0.471 2.489
N -0.189 -1.877 1.144
B -0.467 -3.656 -0.731
N 0.332 -2.791 0.246
C 1.688 -2.795 0.373
Ni -1.895 -1.569 1.502
H 2.303 -3.481 -0.189
C 2.041 -1.898 1.376
H 3.041 -1.708 1.737
C 0.867 -1.292 1.810
H -0.324 -4.830 -0.485
C -0.460 1.980 -0.025
H -0.498 1.549 0.987
H -1.478 2.285 -0.303
H -0.086 1.185 -0.687
N 0.142 -3.443 -2.182
N -1.982 -3.323 -0.711
N -0.429 -2.697 -3.193
N -2.639 -2.446 0.144
C 1.278 -4.042 -2.639
C -2.917 -3.950 -1.465
H 1.845 -4.684 -1.969
H -2.628 -4.683 -2.219
C 1.449 -3.683 -3.975
C -4.177 -3.480 -1.129
C 0.391 -2.786 -4.253
C -3.992 -2.468 -0.174
H 2.220 -4.040 -4.627
H -5.123 -3.838 -1.516
H 0.210 -2.252 -5.180
H -4.682 -1.741 0.212
H 0.219 2.773 0.049
F -1.311 4.764 1.330
C -0.292 4.596 2.224
F -0.456 5.536 3.198
F -0.485 3.385 2.815
C 1.120 4.672 1.491
O 1.414 3.669 0.700
C 1.224 6.074 0.725
F 0.655 7.107 1.420
F 2.509 6.434 0.466
F 0.581 5.983 -0.471
C 2.306 4.532 2.665
F 2.283 5.525 3.607
F 2.164 3.344 3.321
F 3.533 4.534 2.093
```

Atom charges from the Mulliken analysis, given in e for atoms 1 to 4: atom 1 (H): 0.44, atom 2 (N): -0.29, atom 3 (B): -0.11, atom 4 (N): 0.92

***

Going through the records in order, we get energy relative to the best compared isomer or geometry (same formula, charge and spin) values of 11.9; 11.6; 70.7 kcal per mole.